Here is C20H30ClNOSn as an isolated structure at a distorted geometry from OMol25. Energies are from the ωB97M-V functional and the def2-TZVPD basis.

Last column: Mulliken charge in e.
Cartesian coordinates (Å):
1 Sn -0.3165 -0.9327 -0.3986  1.119
2 Cl -0.1811 -0.2617 -2.6890  -0.258
3 O 0.2235 0.9299 0.7481  -0.657
4 N 0.1693 0.5387 2.9924  0.499
5 C 0.5893 0.7699 4.3998  -0.800
6 C -2.5863 -2.4208 0.7632  -0.777
7 C 0.9713 3.2996 4.5008  -0.674
8 C -2.6199 -1.6388 -0.4406  -0.444
9 C -0.1481 -0.2138 -5.9129  0.969
10 C 1.8416 -1.9034 -0.3820  -0.548
11 C 0.9188 -3.0286 -0.1969  -0.429
12 C 1.2283 0.2883 -5.8538  -1.074
13 C -2.5827 -0.2273 -0.0334  -0.516
14 C -0.3937 -1.6330 -6.1882  -1.145
15 C -1.2728 0.7265 -5.8853  -1.084
16 C -2.5249 -0.2124 1.4014  -0.573
17 C 0.8605 3.5672 3.0064  -0.628
18 C 2.2038 -1.4420 0.9274  -0.688
19 C 0.7523 -3.2054 1.2089  -0.748
20 C -2.5135 -1.5470 1.8652  -0.415
21 C 1.5175 -2.2305 1.8838  -0.393
22 C 0.5725 1.2599 1.9381  0.412
23 C 0.1271 2.1119 4.9577  -0.718
24 C 1.4699 2.4281 2.1578  -0.917
25 H 0.6481 4.1946 5.0462  0.335
26 H -2.8587 -1.9827 -1.4496  0.579
27 H 1.6904 0.6842 4.4787  0.379
28 H 0.3960 -2.2589 -5.7537  0.345
29 H -2.8073 0.6236 -0.6776  0.576
30 H 1.2941 1.1878 -5.2295  0.343
31 H 1.4050 4.4898 2.7557  0.394
32 H 0.1792 -4.0014 1.6938  0.480
33 H -2.6133 0.6846 2.0163  0.536
34 H -0.4168 -1.8375 -7.2718  0.383
35 H -0.9326 2.2731 4.7188  0.306
36 H 1.9038 -0.4715 -5.4406  0.353
37 H 0.1498 -0.0412 4.9978  0.477
38 H 1.6527 -2.1743 2.9613  0.556
39 H 0.1942 2.0338 6.0499  0.360
40 H 0.6020 -3.7074 -0.9932  0.572
41 H -2.5423 -1.8478 2.9109  0.545
42 H -2.6944 -3.5039 0.8196  0.512
43 H -1.3592 -1.9507 -5.7745  0.353
44 H 2.3922 2.0699 2.6520  0.350
45 H -0.1898 3.7265 2.7195  0.320
46 H 1.7375 2.8186 1.1662  0.414
47 H 1.6061 0.5533 -6.8556  0.414
48 H -0.3244 -0.3215 2.7618  0.007
49 H 2.3185 -1.6200 -1.3234  0.650
50 H -2.1763 0.2430 -5.4922  0.358
51 H 2.9732 -0.7013 1.1395  0.533
52 H -1.5132 1.0991 -6.8951  0.414
53 H 2.0241 3.1174 4.7578  0.303
54 H -1.0447 1.5977 -5.2591  0.340

Properties
LUMO level: -7.905 eV
Calculated total energy: -43101.3587 eV
Charge: +2